DFT (ωB97M-V/def2-TZVPD) results for a single C7H9N molecule in a non-equilibrium geometry.

Properties
frontier orbital gap	10.257	eV
relative energy (zero: lowest compared OMol25 entry of this formula, charge and spin)	121.1	kcal/mol
LUMO level	1.154	eV
structure (SMILES)	C1=C[C@H]2C[C@@H]3N[C@H]2[C@H]13
energy	-8889.9046	eV
HOMO energy	-0.33455	Ha

ORCA input file:
```
! RIJCOSX wB97M-V def2-TZVPD def2/J DEFGRID3
* xyz 0 1
C -0.428 1.348 -0.418
C -1.086 -0.034 -0.831
C -0.359 -0.714 1.027
C 0.395 0.621 0.827
C 1.859 0.122 0.299
C 1.540 -0.847 -0.432
C 0.020 -1.032 -0.410
H -1.042 2.278 -0.173
H 0.152 1.673 -1.424
H -1.465 -0.402 -1.876
H -2.473 -0.026 0.864
H -0.391 -1.217 1.862
H 0.298 1.277 1.663
H 2.798 0.646 0.611
H 2.203 -1.079 -1.373
H -0.187 -2.007 -0.587
N -1.833 -0.606 0.369
*
```


DFT (ωB97M-V/def2-TZVPD) results for a molecular structure, C5H10N2 in a non-equilibrium geometry.

Properties
frontier orbital gap	9.269	eV
relative energy (zero: lowest compared OMol25 entry of this formula, charge and spin)	85.9	kcal/mol
LUMO level	0.921	eV
energy	-8323.6104	eV
HOMO energy	-0.30679	Ha

ORCA input file:
```
! RIJCOSX wB97M-V def2-TZVPD def2/J DEFGRID3
* xyz 0 1
C -2.527 -0.496 1.070
C 2.247 0.248 0.061
N -0.534 0.513 0.119
C -0.705 -0.740 0.421
C 1.034 0.625 -0.720
C 1.053 1.200 -1.917
N -0.110 -1.789 0.726
H -1.182 0.933 -0.534
H -0.636 -2.483 1.251
H -2.496 -0.949 2.058
H -3.103 -1.069 0.346
H -2.881 0.529 1.137
H 2.402 -0.835 0.056
H 3.155 0.705 -0.355
H 2.162 0.579 1.100
H 0.154 1.395 -2.494
H 1.968 1.635 -2.323
*
```


DFT (ωB97M-V/def2-TZVPD) results for a molecular structure, C13H15LuNSe in a non-equilibrium geometry.

Properties
frontier orbital gap	6.621	eV
LUMO level	3.192	eV
energy	-114181.5523	eV
HOMO energy	-0.12603	Ha

ORCA input file:
```
! RIJCOSX wB97M-V def2-TZVPD def2/J DEFGRID3
* xyz -1 1
C -2.524 -2.251 0.949
C -2.276 -1.415 2.086
C -0.895 -1.540 2.439
C -0.292 -2.459 1.526
C -1.294 -2.897 0.604
Lu -1.069 -0.496 0.086
N -2.041 -0.754 -1.691
C -2.657 0.645 -1.152
C -2.505 1.180 0.244
H -0.411 -1.092 3.308
H -3.024 -0.833 2.628
H 0.741 -2.804 1.555
H -1.159 -3.634 -0.189
H -3.491 -2.422 0.472
H -3.409 1.010 0.834
H -2.341 1.436 -1.870
H -2.148 -0.851 -2.699
H -2.218 2.232 0.242
H -3.743 0.497 -1.323
Se 1.247 -1.185 -1.342
C 2.295 0.280 -0.883
C 3.686 0.254 -1.159
C 4.471 1.383 -0.955
C 3.898 2.557 -0.435
C 2.532 2.578 -0.114
C 1.729 1.458 -0.323
H 4.121 -0.663 -1.559
H 5.533 1.353 -1.202
H 4.510 3.445 -0.280
H 2.085 3.483 0.302
H 0.651 1.505 -0.098
*
```


DFT (ωB97M-V/def2-TZVPD) results for a gas-phase ion, C5H15N2O (charge +1) in a non-equilibrium geometry.

Properties
frontier orbital gap	8.808	eV
relative energy (zero: lowest compared OMol25 entry of this formula, charge and spin)	46.0	kcal/mol
LUMO level	-3.393	eV
structure (SMILES)	CN(C)C[C@H]([NH3+])CO
energy	-10448.5676	eV
HOMO energy	-0.44839	Ha

ORCA input file:
```
! RIJCOSX wB97M-V def2-TZVPD def2/J DEFGRID3
* xyz 1 1
N 1.812 0.471 1.241
C 0.942 0.006 0.091
C 1.299 0.964 -1.060
O 1.470 2.285 -0.552
C -0.546 0.067 0.448
N -1.216 -1.025 -0.201
C -1.401 -2.185 0.700
C -2.431 -0.714 -0.974
H 2.801 0.575 1.013
H 1.519 1.385 1.475
H 1.774 -0.053 2.116
H 1.220 -0.979 -0.168
H 2.249 0.672 -1.476
H 0.524 0.890 -1.810
H 0.777 2.853 -0.917
H -0.906 1.063 0.177
H -0.807 0.061 1.518
H -0.432 -2.689 0.793
H -1.643 -1.790 1.690
H -2.096 -2.921 0.316
H -2.380 -1.140 -1.963
H -3.343 -1.059 -0.477
H -2.558 0.371 -1.011
*
```


DFT (ωB97M-V/def2-TZVPD) results for a molecular structure, C15H24AlBeBr2Cl4F3I2LiN2O12P in a non-equilibrium geometry.

Properties
frontier orbital gap	1.399	eV
LUMO level	-10.469	eV
energy	-274473.6684	eV
HOMO energy	-0.43615	Ha

ORCA input file:
```
! RIJCOSX wB97M-V def2-TZVPD def2/J DEFGRID3
* xyz 2 1
C -3.593 1.808 1.049
C -4.064 1.583 2.615
I -6.039 2.469 3.155
C -3.245 0.835 3.646
I -4.137 0.615 5.665
C -1.766 0.214 3.285
N -0.666 0.244 4.345
C 0.261 -0.973 4.164
O 1.016 -1.482 5.145
C 0.012 -1.427 2.608
Cl 0.983 -0.242 1.501
P 0.731 -3.119 2.005
O -0.124 -3.672 0.592
Cl 2.704 -2.608 1.306
C -1.648 -1.273 2.604
C -2.260 -2.384 3.695
N -3.650 -2.865 3.340
H -2.448 2.142 0.993
H -3.623 0.744 0.525
H -4.223 2.614 0.475
H -1.357 1.009 2.514
H -1.142 0.006 5.243
H 0.340 -3.232 -0.193
H -2.124 -1.435 1.545
H -1.559 -3.320 3.785
H -2.343 -1.921 4.792
H -4.253 -2.115 2.935
H -3.649 -3.739 2.769
O -0.696 -5.232 5.637
H -0.999 -5.399 6.566
H 0.035 -5.849 5.378
H -0.434 -4.285 5.506
Cl -5.623 1.214 -0.004
C 4.530 -0.706 -1.728
C 3.015 -0.656 -1.756
O 2.495 0.198 -2.769
C 2.397 -0.302 -4.133
O 1.752 -1.464 -4.162
C 3.777 -0.325 -4.901
F 4.532 0.765 -4.577
F 3.601 -0.254 -6.251
F 4.551 -1.412 -4.666
H 4.965 0.281 -1.918
H 4.882 -1.069 -0.757
H 4.916 -1.394 -2.481
H 2.687 -0.211 -0.809
H 2.579 -1.660 -1.780
H 1.898 0.548 -4.620
Al -6.842 -0.597 0.515
Br 1.731 0.802 -11.959
C 2.837 1.211 -10.405
C 2.190 0.721 -9.130
Br 0.743 1.903 -8.574
H 3.016 2.289 -10.415
H 3.781 0.689 -10.584
H 2.906 0.740 -8.303
H 1.767 -0.284 -9.216
O -2.274 6.481 1.020
Cl -2.935 5.432 1.771
O -2.229 4.180 1.578
O -4.302 5.293 1.307
O -2.936 5.774 3.180
C 1.950 1.937 5.653
O 0.829 2.406 5.535
O 2.869 2.072 4.837
O 2.340 1.255 6.608
Li 1.733 -1.033 -6.610
Be -0.165 7.464 1.315
*
```


DFT (ωB97M-V/def2-TZVPD) results for a molecular structure, C28H38AsF5N4O3P2PtS in a non-equilibrium geometry.

Properties
frontier orbital gap	6.838	eV
relative energy (zero: lowest compared OMol25 entry of this formula, charge and spin)	22.7	kcal/mol
LUMO level	0.310	eV
energy	-148846.2331	eV
HOMO energy	-0.23989	Ha

ORCA input file:
```
! RIJCOSX wB97M-V def2-TZVPD def2/J DEFGRID3
* xyz 0 1
Pt 1.001 -0.204 -0.998
S 0.542 2.043 -1.530
C 1.593 3.005 -0.487
C 1.710 4.363 -0.817
C 2.468 5.229 -0.056
C 3.152 4.763 1.060
C 3.059 3.423 1.394
C 2.284 2.540 0.641
As 2.181 0.664 1.129
C 3.766 0.576 2.310
C 5.034 0.533 1.733
C 6.175 0.510 2.522
C 6.070 0.528 3.905
C 4.815 0.578 4.491
C 3.672 0.605 3.701
C 0.833 0.714 2.536
C 0.567 -0.466 3.226
C -0.245 -0.455 4.350
C -0.837 0.731 4.768
C -0.616 1.900 4.054
C 0.226 1.895 2.946
H 1.191 4.723 -1.698
H 2.536 6.272 -0.340
H 3.756 5.432 1.659
H 3.596 3.058 2.260
H 5.145 0.535 0.659
H 7.149 0.479 2.050
H 6.960 0.510 4.521
H 4.718 0.604 5.569
H 2.709 0.660 4.187
H 1.023 -1.394 2.899
H -0.420 -1.372 4.899
H -1.471 0.742 5.647
H -1.080 2.826 4.371
H 0.426 2.818 2.415
C -4.513 0.515 -1.520
N -3.160 0.754 -1.041
C -2.993 2.103 -0.489
P -2.404 -0.465 -0.234
O -1.028 -0.096 0.167
O -2.530 -1.717 -1.247
P -1.390 -2.229 -2.272
O -0.024 -2.174 -1.717
N -1.879 -3.787 -2.481
C -0.963 -4.631 -3.247
C -3.267 -4.213 -2.545
N -1.615 -1.291 -3.598
C -2.904 -1.318 -4.270
C -0.510 -0.868 -4.450
N -3.333 -1.002 1.018
C -4.123 -2.221 0.986
C -2.970 -0.563 2.363
H -4.733 1.215 -2.328
H -5.256 0.658 -0.725
H -4.615 -0.495 -1.914
H -3.058 2.831 -1.297
H -2.011 2.203 -0.036
H -3.774 2.317 0.252
H 0.055 -4.258 -3.154
H -1.240 -4.667 -4.307
H -0.991 -5.646 -2.848
H -3.899 -3.553 -1.957
H -3.352 -5.219 -2.129
H -3.642 -4.239 -3.575
H -3.698 -1.622 -3.588
H -2.900 -2.006 -5.124
H -3.144 -0.318 -4.636
H 0.407 -0.826 -3.881
H -0.717 0.135 -4.827
H -0.380 -1.547 -5.300
H -4.518 -2.407 -0.009
H -4.970 -2.108 1.665
H -3.541 -3.094 1.302
H -2.327 0.314 2.322
H -2.428 -1.349 2.896
H -3.872 -0.312 2.925
F 2.490 -1.695 -2.718
C 2.495 -0.403 -2.253
F 2.377 0.388 -3.372
C 3.946 -0.168 -1.796
F 4.121 1.087 -1.369
F 4.798 -0.373 -2.809
F 4.290 -1.006 -0.811
*
```